{
  "formula": "C25H23F3N",
  "method": "ωB97M-V/def2-TZVPD",
  "symbols": ["F", "C", "C", "C", "F", "C", "C", "C", "C", "C", "C", "C", "C", "F", "C", "C", "H", "H", "H", "H", "H", "H", "H", "H", "C", "C", "C", "C", "C", "C", "N", "C", "C", "C", "C", "C", "C", "H", "H", "H", "H", "H", "H", "H", "H", "H", "H", "H", "H", "H", "H", "H"],
  "xyz": [[-4.053700, 0.445406, 2.311184], [-2.983893, 1.218497, 1.903403], [-3.273091, 2.440949, 1.302240], [-2.169319, 3.175576, 0.866289], [-2.396629, 4.376738, 0.230205], [-0.870474, 2.743868, 1.011918], [-0.586428, 1.477753, 1.616940], [0.781823, 1.124277, 1.675395], [1.451159, 0.006998, 2.241913], [2.874144, 0.003598, 2.112738], [3.655599, -1.031391, 2.582254], [3.065648, -2.131347, 3.221132], [1.680495, -2.125194, 3.360058], [1.096777, -3.205649, 3.982732], [0.856051, -1.101555, 2.912873], [-1.701533, 0.717143, 2.082140], [-4.288700, 2.803108, 1.179047], [-0.034065, 3.343676, 0.655753], [1.444908, 1.883725, 1.248222], [3.328594, 0.857828, 1.609189], [4.736220, -0.989124, 2.450795], [3.661847, -2.955464, 3.598051], [-0.213225, -1.161323, 3.075452], [-1.566301, -0.247440, 2.556321], [4.518534, -1.661950, -1.529609], [3.655701, -2.546598, -0.865498], [2.299606, -2.263643, -0.774048], [1.744139, -1.092225, -1.348470], [0.317179, -0.871148, -1.261828], [-0.370105, 0.169177, -1.857860], [-1.706624, 0.310789, -1.903548], [-2.327548, 1.342685, -2.727827], [-3.840278, 1.173759, -2.526720], [-4.039367, -0.109639, -1.710275], [-2.640307, -0.719190, -1.488042], [2.633705, -0.200202, -2.004225], [3.996390, -0.488122, -2.091342], [5.583605, -1.890201, -1.606502], [4.047818, -3.462424, -0.420164], [1.627441, -2.948738, -0.256048], [-0.263677, -1.628374, -0.727212], [0.179482, 0.974822, -2.359984], [-1.976160, 2.349989, -2.453091], [-2.066318, 1.182216, -3.790752], [-4.238961, 2.042408, -1.993043], [-4.332198, 1.102790, -3.501350], [-4.495704, 0.122144, -0.742026], [-4.680331, -0.822533, -2.235955], [-2.527369, -1.623343, -2.115715], [-2.493025, -1.029557, -0.442113], [2.233495, 0.712783, -2.444850], [4.664972, 0.203667, -2.608149]],
  "forces_ev_per_a": [[1.395, 0.952, -0.439], [-0.759, -0.979, 0.379], [0.740, 0.051, -0.023], [-0.572, 1.033, -0.609], [0.269, -1.425, 0.816], [0.523, -0.604, 0.124], [-1.653, 0.745, -0.167], [0.368, -0.548, 0.207], [0.484, -0.287, 0.121], [-0.461, 0.408, -0.371], [0.127, -0.388, 0.216], [0.067, 0.792, -0.408], [-1.141, -0.655, 0.476], [0.599, 1.246, -0.683], [0.446, -0.211, -0.074], [0.179, 0.285, -0.228], [0.143, -0.090, 0.019], [-0.356, 0.020, -0.006], [-0.125, -0.339, 0.056], [0.016, -0.298, 0.125], [-0.304, -0.062, 0.054], [-0.163, 0.057, -0.025], [0.430, -0.260, 0.091], [-0.366, 0.303, -0.197], [-0.320, -0.090, 0.142], [0.314, 0.296, -0.161], [-0.338, 0.524, -0.102], [1.145, -0.066, -0.026], [-1.069, 0.797, -0.077], [0.893, -0.665, 0.377], [0.023, 0.319, 0.447], [0.025, 0.104, -0.578], [0.087, 0.283, -0.141], [0.093, -0.176, 0.321], [-0.383, -0.451, -0.225], [-0.061, -0.487, 0.349], [-0.125, -0.078, 0.099], [-0.358, 0.104, -0.007], [-0.096, 0.242, -0.149], [0.159, 0.059, -0.140], [0.167, 0.130, -0.259], [-0.222, -0.348, 0.122], [-0.043, -0.360, 0.014], [-0.020, 0.081, 0.361], [-0.065, -0.168, -0.192], [-0.005, 0.141, 0.260], [-0.044, -0.117, -0.206], [0.040, 0.142, 0.222], [0.177, 0.246, 0.215], [0.110, 0.190, -0.285], [0.262, -0.202, 0.018], [-0.230, -0.198, 0.149]],
  "fmax_ha_per_bohr": 0.0354,
  "homo_ev": -9.8,
  "e_tot_ha": -1320.4999,
  "total_charge": 1
}